Entry 1:
Formula: C31H16BrCl6F4OsP
Source: the OMol25 dataset
Level of theory: ωB97M-V with the def2-TZVPD basis set

Properties
- Total energy: -7356.95714 Ha
- Total charge: +2

Last column: Mulliken charge in e.
CARTESIAN COORDINATES (ANGSTROEM)
Os -0.766 -1.518 -0.079  1.269
Cl -1.750 -3.865 -0.407  -0.195
C -0.019 -4.084 -0.514  1.286
C 0.694 -2.882 -0.340  -1.111
C 2.100 -3.032 -0.346  1.699
Cl 3.124 -1.698 -0.094  -0.150
C 2.699 -4.275 -0.573  -0.503
Cl 4.399 -4.422 -0.619  -0.129
C 1.911 -5.425 -0.762  0.891
Cl 2.634 -6.928 -1.024  -0.098
C 0.507 -5.333 -0.724  -0.731
Cl -0.489 -6.700 -0.925  -0.140
F -3.145 4.379 -3.130  -0.244
C -2.395 3.550 -2.453  0.461
C -1.203 3.976 -1.890  0.284
F -0.815 5.220 -2.037  -0.254
C -0.413 3.083 -1.179  0.077
F 0.736 3.534 -0.701  -0.379
C -0.787 1.761 -0.971  0.016
P 0.348 0.546 -0.168  -0.479
C 0.893 1.329 1.373  0.698
C 1.979 0.794 2.067  -0.601
C 2.387 1.351 3.269  -0.694
C 1.712 2.441 3.800  -0.797
C 0.630 2.980 3.116  -0.859
C 0.225 2.431 1.912  -0.720
C 1.686 0.590 -1.381  1.290
C 2.821 1.374 -1.196  -0.223
C 3.797 1.406 -2.181  -0.741
C 3.639 0.667 -3.345  -0.644
C 2.500 -0.106 -3.535  -0.846
C 1.524 -0.145 -2.555  -0.434
C -1.967 1.367 -1.580  0.106
Br -2.531 -0.450 -1.541  -0.144
C -2.772 2.222 -2.305  0.507
F -3.889 1.782 -2.867  -0.314
H 2.520 -0.051 1.672  0.217
H 3.239 0.933 3.788  0.492
H 2.031 2.874 4.738  0.452
H 0.108 3.840 3.514  0.485
H -0.605 2.891 1.389  0.535
H 2.948 1.955 -0.292  0.392
H 4.682 2.012 -2.039  0.487
H 4.404 0.695 -4.109  0.455
H 2.376 -0.676 -4.446  0.491
H 0.639 -0.757 -2.708  0.287
Cl -6.210 0.723 1.090  -0.117
C -4.676 0.051 1.377  0.395
C -4.547 -1.346 1.494  -0.974
C -3.314 -1.896 1.702  -0.216
C -2.149 -1.079 1.797  -0.339
C -0.805 -1.632 2.021  -1.000
C -2.336 0.326 1.749  -0.259
C -3.572 0.888 1.532  -0.745
H -5.429 -1.968 1.430  0.497
H -3.222 -2.967 1.817  0.741
H -0.799 -2.656 2.390  0.622
H -0.099 -0.997 2.536  0.368
H -1.483 0.955 1.936  1.031
H -3.701 1.962 1.503  0.551

Entry 2:
Formula: C7H8ClNO2
Source: the OMol25 dataset
Level of theory: ωB97M-V with the def2-TZVPD basis set

Properties
- Total energy: -936.73488 Ha

Last column: Mulliken charge in e.
CARTESIAN COORDINATES (ANGSTROEM)
C -2.475 0.727 -0.353  -1.220
C -1.253 -0.014 0.200  0.210
C -0.698 0.221 1.353  -0.452
C 0.645 -0.148 1.744  -0.162
C 1.790 -0.023 1.028  -0.555
C 1.719 0.608 -0.294  -0.145
C 1.096 -0.049 -1.292  0.014
Cl 0.670 0.531 -2.811  -0.156
N 0.947 -1.513 -1.274  0.866
O 0.703 -2.148 -0.264  -0.492
O 1.420 -2.097 -2.227  -0.577
H -3.120 -0.017 -0.613  0.379
H -2.352 1.278 -1.294  0.259
H -2.849 1.551 0.321  0.327
H -0.827 -0.812 -0.275  0.492
H -1.167 0.942 2.145  0.214
H 0.779 -0.410 2.885  0.265
H 2.747 -0.215 1.533  0.392
H 2.226 1.587 -0.514  0.341

Number 1: LUMO -0.3186 Eh. Number 2: LUMO -0.0163 Eh.